*1*
Formula: C3H11NO
Source: the Open Molecules 2025 dataset
Level of theory: ωB97M-V/def2-TZVPD

- SMILES = CCOC.N
- E_LUMO (eV) = 0.97
- HOMO-LUMO gap (eV) = 10.79

ORCA input file:
```
! RIJCOSX wB97M-V def2-TZVPD def2/J DEFGRID3
* xyz 0 1
C 0.296 -2.286 1.601
C 0.526 -0.781 1.657
O -0.537 -0.008 1.131
C -0.597 -0.016 -0.281
H 1.251 -2.778 1.796
H 0.013 -2.644 0.625
H -0.449 -2.552 2.342
H 0.633 -0.466 2.698
H 1.473 -0.493 1.183
H 0.140 0.676 -0.708
H -0.370 -0.999 -0.709
H -1.611 0.250 -0.544
N -0.006 2.915 -2.880
H -0.369 3.802 -3.208
H -0.819 2.328 -2.726
H 0.424 3.052 -1.975
*
```


*2*
Formula: C3H11NO
Source: the Open Molecules 2025 dataset
Level of theory: ωB97M-V/def2-TZVPD

- SMILES = CCNC.O
- E_LUMO (eV) = 0.82
- HOMO-LUMO gap (eV) = 9.86

ORCA input file:
```
! RIJCOSX wB97M-V def2-TZVPD def2/J DEFGRID3
* xyz 0 1
C 1.329 1.510 0.359
C 0.256 0.818 -0.620
N -0.276 -0.511 -0.179
C 0.131 -1.644 -1.096
H 0.924 1.814 1.164
H 1.669 2.310 -0.266
H 2.049 0.831 0.687
H 0.730 0.891 -1.673
H -0.718 1.318 -0.709
H -1.288 -0.543 -0.013
H -0.239 -1.676 -2.090
H 1.092 -1.409 -1.399
H -0.015 -2.620 -0.565
O -1.924 -0.110 2.496
H -1.331 -0.044 1.813
H -2.390 -0.935 2.092
*
```


Name the least stable of them. *2*.


*1*
Formula: C3HCl2NOS
Source: the Open Molecules 2025 dataset
Level of theory: ωB97M-V/def2-TZVPD

- E_LUMO (alpha / beta) (eV) = 0.17 / 0.17
- HOMO-LUMO gap (alpha / beta) (eV) = 8.49 / 8.49

ORCA input file:
```
! RIJCOSX wB97M-V def2-TZVPD def2/J DEFGRID3
* xyz 0 1
C -0.449 1.362 0.022
C -0.680 -0.927 1.677
C 0.866 -0.287 -1.259
N 0.052 0.548 -0.781
O -1.383 -1.496 0.928
S 0.225 -0.228 2.675
Cl -1.729 2.317 -0.290
Cl 2.409 0.096 -1.906
H 0.688 -1.386 -1.066
*
```


*2*
Formula: C3HCl2NOS
Source: the Open Molecules 2025 dataset
Level of theory: ωB97M-V/def2-TZVPD

- E_LUMO (eV) = -0.97
- HOMO-LUMO gap (eV) = 8.97

ORCA input file:
```
! RIJCOSX wB97M-V def2-TZVPD def2/J DEFGRID3
* xyz 0 1
C -0.645 -0.961 0.454
C -0.782 0.054 -0.535
C 0.396 0.671 -0.675
N 0.415 -1.027 1.119
O 1.976 1.117 1.489
S 1.637 0.053 0.598
Cl -2.228 -0.072 -1.426
Cl 0.626 1.897 -1.767
H -1.395 -1.730 0.744
*
```


Name the least stable of them. *1*.


*1*
Formula: C5H8
Source: the Open Molecules 2025 dataset
Level of theory: ωB97M-V/def2-TZVPD

- SMILES = C#CC.C=C
- E_LUMO (eV) = 1.07
- HOMO-LUMO gap (eV) = 10.80

ORCA input file:
```
! RIJCOSX wB97M-V def2-TZVPD def2/J DEFGRID3
* xyz 0 1
C -1.950 1.287 0.024
C -1.696 0.127 0.075
C -1.446 -1.299 -0.144
H -2.104 2.300 -0.011
H -0.951 -1.280 -1.126
H -2.421 -2.001 -0.035
H -0.768 -1.599 0.535
C 1.663 -0.128 0.378
C 2.061 1.020 -0.160
H 1.741 -0.285 1.377
H 1.249 -1.017 -0.133
H 2.418 1.812 0.413
H 2.203 1.063 -1.193
*
```


*2*
Formula: C5H8
Source: the Open Molecules 2025 dataset
Level of theory: ωB97M-V/def2-TZVPD

- E_LUMO (alpha / beta) (eV) = -0.31 / -0.62
- HOMO-LUMO gap (alpha / beta) (eV) = 7.77 / 7.78

ORCA input file:
```
! RIJCOSX wB97M-V def2-TZVPD def2/J DEFGRID3
* xyz 0 1
C 0.041 -1.161 0.901
C -1.808 0.291 -0.725
C -0.663 1.133 -0.874
C 0.622 0.833 -0.580
C 1.108 -0.430 0.082
H 0.407 -2.123 1.275
H -0.265 -0.551 1.761
H -0.845 -1.350 0.280
H -2.576 0.877 -0.180
H -0.858 2.157 -1.216
H 1.372 1.606 -0.748
H 1.503 -1.102 -0.697
H 1.964 -0.180 0.722
*
```


Name the least stable of them. *2*.


*1*
Formula: C5H8
Source: the Open Molecules 2025 dataset
Level of theory: ωB97M-V/def2-TZVPD

- SMILES = CC#CCC
- E_LUMO (eV) = 1.08
- HOMO-LUMO gap (eV) = 10.38

ORCA input file:
```
! RIJCOSX wB97M-V def2-TZVPD def2/J DEFGRID3
* xyz 0 1
C -1.203 1.938 1.408
C -0.597 0.628 1.120
C 0.102 -0.234 0.641
C 1.061 -0.927 -0.243
C 0.424 -1.538 -1.498
H -0.650 2.476 2.184
H -1.099 2.517 0.485
H -2.262 1.948 1.686
H 1.721 -0.113 -0.571
H 1.708 -1.653 0.263
H -0.010 -2.527 -1.321
H 1.169 -1.643 -2.294
H -0.363 -0.873 -1.861
*
```


*2*
Formula: C5H8
Source: the Open Molecules 2025 dataset
Level of theory: ωB97M-V/def2-TZVPD

- SMILES = C#CCCC
- E_LUMO (eV) = 0.84
- HOMO-LUMO gap (eV) = 10.48

ORCA input file:
```
! RIJCOSX wB97M-V def2-TZVPD def2/J DEFGRID3
* xyz 0 1
C -2.210 1.691 1.282
C -1.336 0.864 1.125
C -0.255 0.482 -0.241
C 0.362 -0.671 0.399
C 1.368 -1.014 -0.925
H -2.973 2.387 1.550
H -0.901 0.264 -1.088
H 0.382 1.357 -0.353
H -0.291 -1.532 0.527
H 0.991 -0.443 1.257
H 2.329 -1.217 -0.450
H 1.531 -0.245 -1.681
H 1.002 -1.924 -1.401
*
```


*3*
Formula: C5H8
Source: the Open Molecules 2025 dataset
Level of theory: ωB97M-V/def2-TZVPD

- SMILES = C=CCC=C
- E_LUMO (eV) = 1.11
- HOMO-LUMO gap (eV) = 10.20

ORCA input file:
```
! RIJCOSX wB97M-V def2-TZVPD def2/J DEFGRID3
* xyz 0 1
C -1.848 -0.876 1.454
C -0.679 -0.882 0.774
C -0.363 -0.070 -0.520
C 0.951 0.807 -0.407
C 2.054 1.008 -1.192
H -2.053 -1.754 2.110
H -2.607 -0.045 1.497
H -0.174 -1.793 1.123
H -0.290 -0.684 -1.475
H -1.161 0.674 -0.763
H 1.029 1.189 0.605
H 2.664 1.997 -1.157
H 2.477 0.430 -2.048
*
```


*4*
Formula: C5H8
Source: the Open Molecules 2025 dataset
Level of theory: ωB97M-V/def2-TZVPD

- SMILES = C=C1CCC1
- E_LUMO (eV) = 1.22
- HOMO-LUMO gap (eV) = 10.48

ORCA input file:
```
! RIJCOSX wB97M-V def2-TZVPD def2/J DEFGRID3
* xyz 0 1
C 0.190 1.394 -1.443
C 0.069 0.545 -0.434
C -1.109 -0.169 0.207
C -0.095 -1.138 0.873
C 1.066 -0.207 0.431
H -0.680 1.797 -1.957
H 1.167 1.709 -1.797
H -1.833 -0.613 -0.485
H -1.653 0.453 0.928
H -0.062 -2.113 0.377
H -0.208 -1.292 1.951
H 1.916 -0.671 -0.079
H 1.449 0.410 1.252
*
```


Name the least stable of them. *2*.


*1*
Formula: C3H6FN3
Source: the Open Molecules 2025 dataset
Level of theory: ωB97M-V/def2-TZVPD

- SMILES = [H]/N=C\N(N)/C=C/F
- E_LUMO (eV) = 0.74
- HOMO-LUMO gap (eV) = 9.16

ORCA input file:
```
! RIJCOSX wB97M-V def2-TZVPD def2/J DEFGRID3
* xyz 0 1
H 0.316 -2.723 1.356
N -0.154 -2.128 2.035
C -0.233 -0.976 1.588
N 0.050 -0.470 0.282
N 0.461 -1.402 -0.668
C -0.136 0.884 0.028
C 0.061 1.370 -1.207
F -0.160 2.631 -1.553
H -0.648 -0.154 2.181
H 1.430 -1.222 -0.907
H -0.170 -1.507 -1.442
H -0.627 1.466 0.817
H 0.489 0.801 -2.029
*
```


*2*
Formula: C3H6FN3
Source: the Open Molecules 2025 dataset
Level of theory: ωB97M-V/def2-TZVPD

- SMILES = [H]/N=C\N(N)/C=C\F
- E_LUMO (eV) = 0.82
- HOMO-LUMO gap (eV) = 9.38

ORCA input file:
```
! RIJCOSX wB97M-V def2-TZVPD def2/J DEFGRID3
* xyz 0 1
H 1.499 -1.005 0.344
N 1.958 -0.346 -0.311
C 1.145 0.528 -0.751
N -0.216 0.739 -0.507
N -0.837 1.812 -1.153
C -1.090 0.012 0.308
C -0.975 -1.057 1.096
F 0.131 -1.789 1.343
H 1.481 1.281 -1.442
H -0.746 1.706 -2.176
H -0.367 2.689 -0.886
H -2.058 0.464 0.275
H -1.796 -1.373 1.671
*
```


Name the least stable of them. *2*.


*1*
Formula: CH5NO
Source: the Open Molecules 2025 dataset
Level of theory: ωB97M-V/def2-TZVPD

- SMILES = C=N.O
- E_LUMO (eV) = 1.04
- HOMO-LUMO gap (eV) = 11.31

ORCA input file:
```
! RIJCOSX wB97M-V def2-TZVPD def2/J DEFGRID3
* xyz 0 1
C 0.741 -1.359 -1.191
N -0.284 -0.660 -1.107
H 1.688 -0.953 -1.386
H 0.754 -2.424 -1.091
H -1.127 -1.228 -0.949
O -0.942 2.052 2.005
H -0.459 2.784 2.447
H -0.371 1.788 1.271
*
```


*2*
Formula: CH5NO
Source: the Open Molecules 2025 dataset
Level of theory: ωB97M-V/def2-TZVPD

- E_LUMO (eV) = -1.89
- HOMO-LUMO gap (eV) = 7.17

ORCA input file:
```
! RIJCOSX wB97M-V def2-TZVPD def2/J DEFGRID3
* xyz 0 1
C -1.452 -0.014 -0.056
N -0.325 0.171 -0.639
H -1.493 0.093 1.031
H -2.415 -0.291 -0.491
H -0.106 -1.323 0.310
H 2.463 1.026 -0.312
H 1.223 0.007 -0.085
O 2.106 0.332 0.242
*
```


Name the least stable of them. *2*.